# 1
{
  "formula": "C42H45BrCsF10N7O4",
  "method": "the ωB97M-V functional and the def2-TZVPD basis",
  "e_tot_ha": -5904.43821,
  "multiplicity": 1,
  "molar_mass_da": 1114.7,
  "gap_ev": 5.2563,
  "homo_ha": -0.0609,
  "total_charge": -2,
  "de_lowest_ev": 0.6083,
  "lumo_energy_ha": 0.132,
  "elements": ["Cs", "O", "C", "C", "C", "C", "C", "C", "C", "O", "N", "N", "C", "C", "Br", "C", "C", "C", "C", "C", "C", "C", "H", "H", "H", "H", "H", "H", "H", "H", "H", "H", "H", "H", "H", "H", "C", "N", "C", "C", "N", "C", "C", "F", "C", "F", "C", "F", "C", "F", "C", "F", "C", "C", "N", "C", "C", "F", "C", "F", "C", "F", "C", "F", "C", "F", "H", "H", "H", "H", "H", "H", "H", "H", "H", "H", "H", "C", "N", "C", "C", "O", "N", "C", "C", "H", "H", "H", "H", "H", "H", "H", "H", "H", "H", "H", "H", "C", "C", "C", "O", "C", "H", "H", "H", "H", "H", "H", "H", "H"],
  "positions_angstrom": [[0.89909, 0.90754, 0.39387], [-1.00294, 4.65211, -3.64225], [-0.53104, 3.69446, -4.50238], [-0.62289, 3.85529, -5.87927], [-0.10332, 2.88594, -6.72897], [0.51569, 1.76469, -6.19876], [0.59414, 1.62485, -4.81557], [0.06322, 2.56319, -3.94515], [0.17144, 2.30376, -2.42703], [0.98563, 1.28242, -2.13511], [-1.26691, 2.11897, -2.02143], [-1.61113, 2.26243, -0.73527], [-2.76448, 1.88128, -0.35241], [-3.15598, 1.85779, 1.06538], [-1.81548, 2.33182, 2.31988], [-4.36327, 1.43577, 1.44107], [-4.86912, 1.16296, 2.80454], [-6.12948, 1.60506, 3.19629], [-6.62722, 1.29847, 4.45519], [-5.87452, 0.52977, 5.33188], [-4.62461, 0.06671, 4.94134], [-4.12536, 0.38244, 3.68818], [-1.34749, 5.38544, -4.16080], [-1.10320, 4.74211, -6.28257], [-0.17746, 3.01865, -7.80212], [0.94013, 1.01004, -6.84886], [1.08105, 0.78187, -4.33987], [0.44366, 3.25649, -1.93707], [-1.83606, 1.50220, -2.59329], [-3.47603, 1.42513, -1.04690], [-5.04056, 1.20495, 0.62210], [-6.72186, 2.19391, 2.50548], [-7.60798, 1.65400, 4.74797], [-6.26447, 0.27992, 6.31106], [-4.03745, -0.55519, 5.60502], [-3.16280, 0.00222, 3.37620], [2.21259, -2.50557, 1.41798], [2.12914, -1.30230, 2.22101], [1.23855, -1.43324, 3.36749], [-0.06284, -2.19096, 3.14066], [-0.83202, -1.64813, 2.04345], [-2.09999, -2.00942, 1.94614], [-2.84051, -1.55884, 0.80126], [-2.16929, -0.87200, -0.14905], [-4.17665, -1.76461, 0.58976], [-4.77020, -1.24463, -0.51032], [-4.94460, -2.50084, 1.48365], [-6.28139, -2.65637, 1.31008], [-4.28508, -3.02283, 2.57396], [-4.98022, -3.75500, 3.47361], [-2.93359, -2.81363, 2.78836], [-2.42639, -3.43093, 3.89690], [3.45531, -0.86162, 2.63193], [3.48151, 0.42479, 3.45553], [2.91357, 1.51777, 2.70365], [2.50837, 2.60837, 3.33700], [1.87672, 3.64831, 2.57072], [1.77774, 3.46519, 1.23206], [1.38619, 4.82264, 3.07992], [0.80989, 5.72387, 2.26285], [1.48062, 5.10220, 4.43807], [0.96259, 6.24359, 4.95910], [2.10045, 4.16124, 5.23044], [2.23706, 4.40436, 6.55392], [2.60103, 2.98134, 4.71132], [3.27238, 2.18741, 5.59595], [2.64237, -3.35932, 1.98000], [1.23289, -2.78312, 1.03683], [2.85582, -2.31750, 0.55566], [1.77353, -1.95900, 4.18725], [1.00246, -0.42885, 3.72985], [0.17302, -3.25860, 2.99582], [-0.57433, -2.14633, 4.11079], [3.93419, -1.65860, 3.24228], [4.06180, -0.72715, 1.73101], [2.97995, 0.23146, 4.41082], [4.54016, 0.59202, 3.72168], [0.12445, -5.49833, -3.95596], [0.93485, -4.70418, -3.05869], [1.78215, -5.43904, -2.14054], [0.53889, -3.45525, -2.62181], [0.84435, -3.05907, -1.51328], [-0.21712, -2.69615, -3.51398], [0.37001, -2.43812, -4.81893], [-0.77367, -1.48293, -2.91270], [-0.26601, -6.37943, -3.43481], [0.69505, -5.84401, -4.82423], [-0.72197, -4.91230, -4.30246], [2.09785, -6.35801, -2.63686], [1.26140, -5.68304, -1.20970], [2.66653, -4.86165, -1.87920], [0.80977, -3.33650, -5.24590], [1.14997, -1.66835, -4.75994], [-0.40493, -2.07880, -5.49872], [-1.25032, -1.72334, -1.96908], [-1.52755, -1.08564, -3.59724], [-0.01814, -0.71224, -2.72266], [4.74077, 1.37934, -0.80707], [4.21140, 1.84087, -2.18407], [4.08303, 0.53502, -2.96183], [5.06690, -0.33734, -2.39603], [4.93225, -0.13037, -0.99460], [4.05518, 1.60287, 0.01410], [5.68600, 1.86427, -0.55839], [4.92687, 2.50911, -2.66845], [3.24912, 2.34462, -2.11369], [4.29355, 0.62665, -4.02843], [3.07886, 0.12270, -2.82511], [5.82360, -0.53116, -0.50932], [4.06323, -0.68483, -0.62020]],
  "atomic_forces_ev_per_a": [[-0.085, -0.994, 1.310], [-0.039, -0.006, -0.098], [-0.012, 0.121, 0.185], [0.009, -0.035, -0.017], [0.012, -0.013, -0.025], [-0.035, 0.065, 0.114], [-0.032, -0.003, -0.014], [0.143, -0.059, -0.106], [0.022, -0.442, -0.197], [-0.322, 0.544, -1.302], [-0.125, 0.389, 0.198], [0.214, 0.005, -0.504], [-0.069, -0.054, 0.382], [0.160, -0.025, -0.392], [-0.114, 0.177, 0.005], [-0.125, -0.029, 0.147], [0.179, -0.027, -0.223], [-0.053, -0.005, 0.031], [0.003, 0.010, -0.035], [0.014, -0.016, 0.011], [-0.038, 0.029, -0.029], [-0.003, -0.014, 0.066], [-0.006, 0.001, 0.014], [0.012, 0.012, -0.017], [-0.004, 0.008, -0.002], [-0.002, -0.012, -0.025], [0.026, -0.016, -0.010], [-0.027, 0.096, 0.045], [0.042, -0.113, 0.081], [-0.043, 0.028, 0.039], [-0.054, 0.019, 0.042], [-0.007, 0.009, 0.001], [-0.003, 0.003, 0.002], [-0.012, 0.004, 0.004], [-0.003, -0.009, 0.010], [0.031, -0.015, 0.004], [0.071, 0.024, 0.070], [0.012, -0.075, 0.019], [0.134, -0.068, 0.014], [0.098, 0.057, 0.036], [-0.289, -0.158, 0.186], [0.276, 0.101, -0.177], [-0.063, -0.015, -0.037], [0.016, 0.069, 0.069], [-0.005, 0.016, -0.064], [0.014, -0.016, 0.025], [-0.004, 0.050, -0.015], [-0.007, -0.016, -0.012], [0.094, -0.052, 0.125], [0.003, 0.021, -0.040], [-0.087, -0.071, 0.042], [-0.004, -0.006, 0.016], [-0.110, -0.042, 0.109], [0.019, -0.086, -0.041], [-0.035, 0.292, 0.217], [0.083, -0.202, -0.280], [0.019, 0.013, 0.076], [0.120, 0.346, 0.035], [0.039, -0.057, -0.010], [-0.001, -0.011, 0.016], [-0.046, 0.084, -0.037], [0.008, -0.013, 0.009], [0.074, -0.104, 0.071], [-0.007, 0.007, -0.050], [0.022, 0.045, 0.131], [-0.002, 0.014, 0.029], [-0.003, -0.009, 0.005], [-0.017, 0.034, 0.000], [0.021, -0.017, -0.002], [-0.043, 0.035, 0.038], [-0.011, 0.015, -0.035], [-0.031, 0.007, -0.066], [-0.048, 0.049, -0.011], [0.068, 0.016, -0.042], [-0.009, 0.022, -0.002], [-0.051, 0.025, -0.037], [-0.007, 0.035, -0.033], [-0.058, -0.010, 0.021], [0.079, 0.000, -0.160], [0.024, -0.099, -0.028], [0.030, 0.266, 0.114], [0.006, -0.084, 0.038], [0.012, -0.047, 0.039], [-0.002, -0.037, -0.097], [-0.022, 0.037, 0.010], [-0.010, -0.002, -0.002], [0.025, 0.004, 0.007], [-0.003, 0.034, -0.016], [0.017, -0.006, 0.041], [-0.015, -0.046, -0.009], [-0.040, 0.074, -0.010], [0.009, -0.054, 0.028], [-0.001, 0.005, 0.015], [-0.007, 0.012, 0.010], [0.003, -0.051, -0.003], [0.017, -0.003, -0.026], [0.016, 0.007, -0.037], [-0.083, 0.044, 0.117], [0.041, 0.129, 0.048], [0.094, -0.033, -0.086], [-0.119, 0.029, 0.003], [0.137, -0.067, 0.055], [0.002, -0.054, -0.044], [0.030, -0.020, -0.074], [0.006, -0.018, 0.007], [-0.037, -0.054, -0.016], [0.000, 0.007, 0.015], [-0.050, -0.011, 0.038], [-0.009, 0.027, 0.000], [-0.058, 0.027, -0.038]]
}

---

# 2
{
  "formula": "C42H45N5O3PPtS5",
  "method": "the ωB97M-V functional and the def2-TZVPD basis",
  "e_tot_ha": -4578.37661,
  "multiplicity": 1,
  "molar_mass_da": 1054.2,
  "gap_ev": 6.9789,
  "homo_ha": -0.3821,
  "total_charge": 1,
  "de_lowest_ev": 0.0916,
  "lumo_energy_ha": -0.126,
  "elements": ["Pt", "N", "C", "C", "C", "C", "C", "C", "S", "O", "O", "N", "C", "N", "C", "C", "C", "N", "H", "H", "H", "H", "H", "H", "H", "H", "H", "S", "C", "C", "C", "C", "C", "N", "H", "H", "H", "H", "O", "C", "C", "C", "C", "C", "S", "C", "C", "C", "C", "S", "C", "C", "C", "C", "S", "H", "H", "H", "H", "H", "H", "H", "H", "H", "C", "C", "C", "C", "P", "C", "C", "C", "C", "C", "C", "C", "C", "C", "C", "H", "H", "H", "H", "H", "H", "H", "H", "H", "H", "H", "H", "H", "H", "H", "H", "H", "H", "H", "H", "H", "H", "H"],
  "positions_angstrom": [[0.01153, -0.17015, 0.21168], [-0.42391, -5.85240, 5.79445], [-0.91625, -4.87381, 4.97071], [-1.82432, -5.19207, 3.95129], [-2.28883, -4.21579, 3.09759], [-1.84663, -2.90409, 3.24421], [-0.96106, -2.56815, 4.26443], [-0.49555, -3.54338, 5.11691], [-2.46641, -1.66020, 2.19834], [-2.36208, -0.38950, 2.85736], [-3.71204, -2.09840, 1.64692], [-1.40364, -1.51061, 0.91177], [-0.97071, -2.53356, 0.14811], [-1.40209, -3.78577, 0.14267], [-0.79707, -4.59232, -0.71834], [0.22242, -4.18624, -1.57868], [0.61059, -2.86690, -1.51695], [0.01156, -2.04666, -0.65693], [-0.91595, -6.72781, 5.83638], [0.01683, -5.57228, 6.65312], [-2.16982, -6.21276, 3.84410], [-2.99941, -4.45409, 2.31979], [-0.66214, -1.53755, 4.39602], [0.18928, -3.28491, 5.91507], [-1.14392, -5.61955, -0.72900], [0.68720, -4.87212, -2.26938], [1.37789, -2.45069, -2.15337], [1.24291, -0.79780, 2.14312], [0.46633, 0.63876, 2.71169], [0.48863, 1.20015, 3.98206], [-0.25236, 2.34114, 4.19634], [-1.00647, 2.88907, 3.15797], [-0.97829, 2.29444, 1.92056], [-0.21988, 1.20921, 1.70332], [1.07261, 0.73382, 4.76312], [-0.26135, 2.80453, 5.17407], [-1.61625, 3.76744, 3.30769], [-1.54893, 2.67885, 1.09191], [1.58270, 0.61646, -0.81983], [2.99749, 0.69145, -0.56550], [3.37681, 1.99952, 0.12957], [2.64923, 2.72303, 1.02656], [3.35909, 3.82226, 1.57769], [4.62609, 3.91168, 1.08890], [4.95875, 2.67114, -0.03137], [3.55019, -0.47582, 0.24102], [3.33998, -1.81210, 0.05261], [3.94847, -2.62771, 1.03989], [4.62670, -1.88858, 1.96100], [4.53460, -0.22121, 1.62489], [3.59604, 0.65852, -1.97116], [4.07568, -0.40963, -2.67580], [4.40752, -0.09142, -4.01919], [4.17941, 1.21788, -4.31212], [3.59430, 2.07138, -2.95745], [1.63075, 2.49230, 1.28072], [2.94044, 4.51629, 2.29234], [5.37697, 4.65125, 1.31578], [2.75866, -2.20819, -0.76115], [3.89133, -3.70652, 1.05817], [5.19643, -2.24188, 2.80528], [4.22173, -1.38804, -2.24506], [4.81789, -0.79910, -4.72449], [4.36827, 1.73505, -5.23906], [-1.92309, 0.76886, -4.38955], [-0.79143, 0.71093, -3.36148], [0.19487, 1.82339, -3.71573], [-0.06816, -0.62490, -3.49937], [-1.40321, 0.93043, -1.57507], [-1.24916, 2.72100, -1.23773], [-2.31756, 3.61839, -1.19421], [-2.10857, 4.95359, -0.87525], [-0.83180, 5.41798, -0.59860], [0.23932, 4.53698, -0.64281], [0.03209, 3.20450, -0.95609], [-3.21303, 0.45327, -1.40726], [-3.63929, 0.82938, 0.02363], [-3.33995, -1.06743, -1.59922], [-4.21673, 1.09730, -2.39322], [-1.45864, 0.70797, -5.37642], [-2.47673, 1.70456, -4.35128], [-2.61480, -0.06627, -4.30430], [0.58971, 1.60855, -4.71192], [1.03521, 1.84941, -3.03206], [-0.27939, 2.80406, -3.74094], [0.25505, -0.73737, -4.53714], [-0.71857, -1.46835, -3.26355], [0.81603, -0.63684, -2.86195], [-3.32676, 3.29978, -1.38633], [-2.95318, 5.62922, -0.84400], [-0.67413, 6.45912, -0.34932], [1.24364, 4.87668, -0.42216], [0.87155, 2.52412, -0.95511], [-2.87206, 0.64147, 0.77167], [-4.50447, 0.22506, 0.30115], [-3.92597, 1.87681, 0.09452], [-2.92735, -1.62987, -0.77118], [-2.89059, -1.40342, -2.53542], [-4.40314, -1.31327, -1.64028], [-3.99447, 2.11776, -2.68989], [-5.18832, 1.09956, -1.89429], [-4.32482, 0.51174, -3.30020]],
  "atomic_forces_ev_per_a": [[-0.056, -0.110, -0.016], [-0.001, 0.001, -0.001], [0.001, -0.005, -0.001], [-0.002, 0.004, 0.003], [0.005, -0.008, -0.006], [-0.002, 0.014, 0.009], [0.005, 0.001, 0.000], [-0.004, 0.001, 0.001], [0.014, 0.029, 0.023], [0.002, -0.013, 0.012], [0.003, -0.001, -0.008], [0.036, 0.001, 0.011], [0.012, -0.018, 0.026], [0.004, 0.013, 0.009], [0.002, 0.001, -0.006], [-0.001, -0.005, 0.002], [-0.041, -0.014, 0.002], [-0.037, -0.025, -0.010], [0.001, -0.001, 0.000], [0.001, 0.000, 0.000], [-0.001, 0.000, 0.001], [-0.001, -0.004, -0.002], [0.000, -0.001, -0.002], [-0.002, 0.001, 0.001], [0.000, 0.001, 0.001], [-0.001, -0.001, -0.002], [-0.019, -0.037, 0.003], [-0.080, 0.024, 0.022], [0.021, -0.012, 0.000], [-0.001, 0.013, 0.007], [0.000, -0.008, -0.007], [-0.001, 0.002, 0.001], [0.001, 0.010, -0.016], [0.072, -0.009, -0.014], [0.000, 0.000, 0.000], [0.002, 0.000, 0.000], [-0.001, -0.001, -0.001], [0.004, 0.007, -0.006], [0.000, 0.031, 0.075], [0.027, -0.068, -0.006], [0.024, -0.034, 0.031], [0.006, 0.015, 0.012], [-0.005, 0.024, -0.045], [0.002, -0.030, 0.045], [-0.014, 0.012, -0.032], [0.051, 0.026, 0.003], [-0.002, -0.010, -0.014], [-0.011, 0.002, 0.013], [0.024, 0.004, -0.011], [0.026, 0.019, -0.019], [0.037, -0.013, -0.007], [0.000, -0.002, -0.004], [-0.028, -0.005, -0.020], [0.034, 0.008, 0.013], [-0.012, 0.008, 0.005], [-0.022, -0.019, 0.010], [0.003, 0.002, 0.001], [0.006, -0.011, 0.011], [0.051, 0.024, 0.045], [0.000, -0.001, 0.002], [0.002, -0.001, -0.002], [0.011, 0.013, -0.012], [0.002, 0.000, 0.001], [0.009, 0.001, 0.001], [-0.014, -0.051, 0.030], [-0.010, 0.030, -0.020], [-0.005, 0.001, 0.052], [0.004, 0.019, 0.022], [0.006, 0.013, -0.036], [0.003, 0.000, 0.023], [-0.004, -0.009, -0.005], [0.002, 0.000, -0.003], [-0.003, -0.004, 0.000], [-0.017, 0.021, -0.017], [-0.001, 0.025, -0.032], [0.002, -0.038, 0.015], [0.027, -0.002, -0.003], [-0.003, -0.027, -0.022], [0.031, 0.039, 0.041], [0.000, -0.001, 0.001], [-0.028, 0.024, 0.020], [-0.010, 0.000, -0.007], [-0.007, 0.004, -0.001], [-0.010, 0.006, 0.024], [-0.005, 0.001, 0.000], [0.017, 0.004, 0.008], [0.010, -0.016, 0.011], [-0.017, 0.054, -0.044], [-0.036, -0.026, -0.003], [-0.001, -0.001, 0.000], [-0.002, 0.002, 0.000], [-0.004, 0.002, -0.004], [-0.031, 0.024, -0.042], [-0.022, -0.022, -0.021], [-0.003, 0.000, -0.004], [0.002, 0.034, 0.004], [-0.049, 0.049, -0.059], [-0.001, -0.005, -0.023], [-0.001, 0.010, -0.003], [0.013, 0.004, 0.003], [-0.001, 0.006, -0.015], [0.011, -0.021, -0.016]]
}

---

Q: multiplicity of number 2 (C42H45N5O3PPtS5)?
A: 1